Computed, not measured: C50H35Br2N6O2Re as an isolated structure, with ωB97M-V/def2-TZVPD.

```
! wB97M-V def2-TZVPD RIJCOSX def2/J DEFGRID3
* xyz 1 4
H -0.756 -2.497 7.089
Re 0.397 0.138 -0.035
H -1.215 2.685 -4.565
H -5.058 0.216 2.051
C 2.323 -1.128 6.789
C 1.251 3.189 -2.944
C 0.328 1.229 -4.884
C 1.280 -3.089 2.638
C 0.847 1.874 -2.562
H -0.009 -8.427 -1.936
C 1.145 0.617 -5.830
H 2.217 8.571 1.694
C 2.839 5.253 1.452
C 1.232 -1.747 7.382
C 0.116 1.909 -7.578
H -3.551 -3.031 2.041
H 1.294 -4.852 1.345
C 0.899 -2.860 0.437
C -4.457 0.040 -2.188
N 0.908 1.762 -1.180
C 2.279 -0.772 5.449
C 0.108 -7.373 -1.720
N 0.391 -0.939 -1.785
C -4.236 -2.200 1.921
H -0.317 -3.661 -3.551
C 1.293 2.904 3.088
H -1.366 -4.857 0.013
O -1.748 -2.296 0.840
H 0.051 7.828 0.762
C -0.698 2.527 -6.640
C 0.097 -2.014 6.630
N 1.077 1.167 1.619
C 0.264 -2.314 -1.878
H 1.687 0.483 -7.896
C 1.186 -3.790 1.484
C 2.051 7.524 1.477
C 1.379 3.391 0.627
H -0.830 -1.876 4.698
C -2.205 -1.185 1.003
C -4.057 0.216 1.637
C 1.078 0.676 2.910
C 0.835 7.107 0.952
H 0.035 2.172 -8.624
N 0.890 -1.582 0.960
C -0.657 -5.376 -0.621
H -1.645 -7.272 -0.487
C 0.622 5.766 0.672
H -0.326 5.431 0.268
C 1.081 -0.669 3.249
H 1.895 -7.174 -2.890
C 0.053 -1.665 5.290
C 1.179 1.774 3.824
H 4.003 6.919 2.130
C 1.514 3.883 -1.811
C 1.280 3.012 -0.704
H 3.213 -0.924 7.370
C -2.104 1.252 0.728
H -5.268 -0.015 -2.901
Br -3.785 -1.747 -1.903
H -4.953 -2.445 1.137
C 0.549 -3.214 -0.859
H 1.872 -0.120 -5.512
C 3.053 6.596 1.726
H 1.268 -2.022 8.428
N -1.534 -0.021 0.648
H 3.622 4.528 1.641
C 1.177 -6.670 -2.257
H -4.773 0.432 -1.231
C 1.041 0.958 -7.170
C -0.169 -1.510 -3.929
C 1.327 -5.318 -1.983
H -0.419 -1.399 -4.971
N -3.466 -1.010 1.563
H 3.133 -0.294 4.984
H 2.160 -4.765 -2.400
C 0.441 0.876 -3.440
C 1.243 2.527 1.706
H -3.921 2.310 1.313
H -1.421 3.270 -6.951
H 1.182 1.684 4.898
C 1.143 -1.038 4.691
H 1.849 4.903 -1.726
C 1.076 -1.710 2.320
C -0.120 -2.659 -3.208
Br -3.109 1.218 -2.899
C -0.809 -6.725 -0.904
C 1.624 4.832 0.923
H 1.398 3.916 3.443
C 0.412 -4.667 -1.162
H 1.488 -3.467 3.626
O -1.429 2.208 0.369
C -3.452 1.343 1.237
C 0.198 -0.441 -3.058
H -4.760 -2.015 2.857
H 1.336 3.534 -3.960
C -0.587 2.193 -5.299
*
```

Properties
**⟨S²⟩**: 3.810
**DFT total energy**: -7631.60441 Ha
**ΔE to the lowest compared entry with this formula, charge and spin**: 0.0 kcal/mol
**Kohn-Sham gap (alpha / beta)**: 6.082 / 5.574 eV

Computed, not measured: C50H36I4LiN6 as an isolated structure, with ωB97M-V/def2-TZVPD.

```
! wB97M-V def2-TZVPD RIJCOSX def2/J DEFGRID3
* xyz -1 1
H 1.681 -1.461 1.174
H 4.891 2.337 -0.520
C -2.852 0.889 -0.767
C -4.544 3.826 -0.363
C 5.197 -4.358 -2.681
Li 0.035 0.136 -0.478
H -1.922 -1.685 0.931
I -7.049 6.247 2.086
C -1.250 4.071 0.711
I 7.402 -6.035 -1.616
C 0.043 4.323 0.653
C -3.885 -3.669 -1.360
H 0.381 -2.641 0.945
C -3.990 -4.659 -3.973
H 0.601 -3.356 3.131
H -6.220 5.196 -0.529
C -0.072 -3.857 -1.893
H -4.166 -4.932 -5.061
H 1.131 -0.217 4.303
N 0.344 -1.610 -1.567
C -1.956 -2.289 -1.947
H 2.211 5.374 -0.999
H 3.811 7.196 -0.373
H -2.166 -0.202 1.843
C 1.331 -3.659 -1.715
H -0.616 0.334 4.373
N -0.137 2.197 -0.061
I -6.143 -6.647 -3.556
N 2.131 0.563 -0.637
H 5.282 -5.054 -3.530
H 1.717 -2.004 3.454
C -4.913 4.047 2.301
C 2.849 -1.677 -1.341
H 5.334 -0.119 -1.359
H 1.285 0.700 2.139
H 3.565 -3.232 -3.519
C -5.591 4.639 0.110
C 5.984 -4.563 -1.568
C -2.993 -3.729 -3.675
I 6.115 7.533 1.535
C 4.596 6.120 1.254
H 4.573 -2.240 0.482
C 3.773 6.263 0.134
C -4.203 0.411 -1.226
C 1.552 -2.281 -1.556
C 4.056 -2.599 -1.552
C -3.809 2.966 0.381
C -1.483 -1.871 3.179
C 0.136 -0.174 3.830
C -0.568 -2.559 -1.770
C 4.348 0.279 -1.075
H -5.139 0.916 -1.096
C -3.975 -0.756 -1.822
C -4.876 -5.111 -3.004
C 0.289 0.359 2.371
C 2.919 5.249 -0.177
N -0.200 -1.589 3.886
H 5.154 4.965 2.957
C -2.545 -1.089 -1.686
H 3.939 3.050 2.275
C -2.584 2.177 -0.036
H -2.276 -3.293 -4.335
C 5.829 -3.788 -0.405
C 3.019 3.993 0.461
C 0.813 3.101 0.244
H -0.351 1.254 2.193
H 6.402 -3.953 0.509
C -4.831 -4.610 -1.699
C -1.530 -1.089 1.800
H -2.052 4.642 1.141
C -1.386 2.735 0.177
C 0.715 -1.803 1.595
C 2.758 1.708 -0.307
H -4.953 4.085 3.409
H 2.103 -4.376 -1.631
H 0.411 5.276 0.952
C -5.750 4.796 1.469
H -4.398 3.705 -1.436
H -5.451 -4.990 -0.901
H -1.586 -3.001 3.035
H -4.785 -1.390 -2.260
C -2.898 -3.322 -2.356
C 4.866 -2.792 -0.437
C 4.632 5.026 2.001
C -4.029 3.116 1.755
H -2.376 -1.579 3.802
C 2.130 2.870 0.233
H -3.470 2.467 2.477
C 3.876 3.933 1.558
H -3.739 -3.344 -0.353
C 0.787 -2.277 3.036
C 4.091 1.586 -0.703
H -0.639 -4.757 -2.052
C 3.059 -0.352 -0.975
N -0.184 -0.679 1.456
N -1.884 0.067 -1.118
C 4.271 -3.401 -2.685
*
```

Properties
**DFT total energy**: -3453.82974 Ha
**Kohn-Sham gap (alpha / beta)**: 5.599 / 5.601 eV

Computed, not measured: C50H39BrCoN6O3 as an isolated structure, with ωB97M-V/def2-TZVPD.

```
! wB97M-V def2-TZVPD RIJCOSX def2/J DEFGRID3
* xyz 1 1
C -2.384 -0.714 -0.858
N -0.006 0.387 2.389
H 1.968 -0.948 1.979
H -1.908 -9.730 -1.568
H 6.153 1.105 2.074
H -3.634 -9.731 0.202
C -1.894 -8.972 -0.796
C -6.946 -0.893 3.428
C -3.191 0.057 -1.682
C 0.220 2.470 3.417
C 3.306 -0.013 0.596
C 0.203 -6.013 0.138
C 5.473 0.804 1.289
C -0.299 1.156 3.394
H -3.400 -3.606 1.143
H -0.959 0.754 4.152
C 3.087 5.279 -2.043
C 0.118 -4.692 0.362
C 0.660 -0.241 -1.166
C 4.199 0.371 1.603
C -5.102 -2.313 4.029
H -2.735 -3.173 3.333
C 1.434 2.188 -1.352
H 2.927 4.566 -4.048
C -0.877 -7.012 0.181
H -6.950 -2.225 5.115
C 3.730 0.008 -0.733
C -1.902 -0.196 0.341
N -1.520 -2.912 0.993
H -1.780 -6.334 2.015
C 3.541 6.323 -1.232
N -2.888 -2.735 1.268
C 5.016 0.425 -1.044
H 5.830 7.931 -5.373
C -2.825 -8.014 1.200
C -6.225 -0.411 2.344
C 5.881 0.835 -0.041
Br 1.724 -3.716 0.436
H 3.075 -0.327 -1.524
C -2.256 1.100 0.698
C 1.961 -0.438 1.020
H -3.560 -0.361 -2.611
C 3.278 5.371 -3.417
H -0.005 -2.369 -3.545
H 0.015 -0.286 -4.938
C -4.945 -0.884 2.111
O 4.976 8.614 -3.602
C -6.389 -1.843 4.268
H 2.583 4.448 0.564
C 4.355 7.503 -3.161
C 0.718 -0.457 0.314
C 0.573 0.926 -3.251
H 1.185 -6.403 -0.106
C 5.204 8.744 -4.999
H 4.035 6.511 -5.052
H 5.341 0.429 -2.076
H 5.723 9.688 -5.129
H -3.340 2.878 0.171
H -4.169 1.949 -1.968
N 0.372 -1.380 -1.790
H -4.373 -0.520 1.265
H -1.940 1.512 1.648
C 0.835 0.952 -1.879
C 0.878 2.949 2.315
O -1.997 -1.322 2.902
C -4.367 -1.835 2.946
H -5.143 -3.482 5.544
C 0.755 0.798 1.340
C -0.899 -8.009 -0.796
C -3.065 1.875 -0.130
H -6.659 0.328 1.684
H 0.681 1.844 -3.812
O -4.526 -3.252 4.841
C 1.608 2.643 -0.051
C -1.837 -7.042 1.196
C 1.097 2.136 1.171
H 0.049 3.099 4.279
Co -0.816 -1.190 1.505
H 4.262 8.769 -5.551
H -2.119 -1.716 -1.163
H 3.406 6.298 -0.156
C 2.421 4.102 -1.499
H 3.878 0.331 2.638
H -3.557 -8.033 1.998
N 1.937 3.106 -2.221
C -2.863 -8.972 0.198
H -0.139 -8.017 -1.567
C -3.535 1.355 -1.324
C 0.226 -0.250 -3.879
H 4.520 8.233 -1.160
N 2.227 3.876 -0.180
C 4.167 7.420 -1.778
C -1.174 -4.071 0.579
C 0.190 -1.398 -3.102
H -1.990 -4.765 0.395
H 1.207 3.980 2.304
H 6.880 1.166 -0.291
C 3.905 6.470 -3.981
C -2.960 -2.311 2.691
H -7.948 -0.534 3.622
*
```

Properties
**DFT total energy**: -6439.45628 Ha
**ΔE to the lowest compared entry with this formula, charge and spin**: 86.6 kcal/mol
**Kohn-Sham gap**: 5.973 eV

Computed, not measured: C50H40BrClF4N2P3PbS2 as an isolated structure, with ωB97M-V/def2-TZVPD.

```
! wB97M-V def2-TZVPD RIJCOSX def2/J DEFGRID3
* xyz 1 1
H 2.313 4.360 1.223
C -3.879 1.175 -2.584
C -3.086 2.183 -2.053
C 2.591 2.289 1.380
C -0.057 1.161 -2.702
C 1.879 -3.538 -3.721
C 2.519 1.025 3.752
C 2.392 -5.097 3.855
H 0.810 1.991 2.722
C -5.860 2.381 -1.936
C -3.110 -1.509 -6.311
C 3.035 1.017 1.001
S -0.785 2.433 -0.046
H 1.766 5.973 -3.038
Cl 3.049 -0.307 1.621
H 1.968 -4.571 -3.408
C 2.747 3.490 0.748
Br -0.745 -3.660 1.585
C -3.693 3.276 -1.424
H -2.964 1.818 -6.951
H -3.597 0.295 6.216
C -2.328 -1.555 -5.168
H 0.048 -3.197 -2.638
H 1.975 3.216 3.287
H -2.146 -2.494 -4.658
H -2.031 -0.020 2.234
C -3.338 -0.295 -6.948
C 5.037 0.364 3.138
C 0.770 5.577 -3.194
F 2.903 -6.279 4.161
C 1.872 2.234 2.826
C 4.314 -0.598 2.321
H 4.512 -0.561 -0.605
P 0.525 -1.017 2.606
C -0.638 -0.976 5.192
C 3.850 2.570 -1.173
C 2.711 -1.665 -4.986
H -1.569 1.743 -4.895
H 4.106 2.595 -2.224
H 0.145 7.225 -4.420
H -1.555 -0.759 7.112
H 3.454 -1.243 -5.651
C 3.291 3.633 -0.544
H -3.442 0.300 -3.032
F 3.996 -4.026 5.189
H -2.117 6.318 -4.796
C 2.200 -0.013 2.748
C 1.275 -5.010 3.037
H 4.847 -1.540 2.433
C 1.343 -2.579 3.187
C -0.140 6.281 -3.975
H 1.513 0.124 -4.901
F 2.928 -1.654 4.710
Pb 0.485 0.129 -0.507
H -3.945 -0.263 -7.843
C -5.071 3.373 -1.366
H -5.873 0.498 -2.961
H 2.216 -2.232 0.461
C -1.659 -0.597 6.048
C 0.762 -3.772 2.706
C 1.632 -0.901 -4.569
H 3.530 -0.881 -2.649
C 0.680 -1.453 -3.711
N 3.314 -0.045 -2.117
H 2.008 0.909 4.702
C -2.007 0.839 -5.301
C 2.418 -2.707 4.054
C -1.409 5.771 -4.188
P -1.256 2.256 -2.048
H 3.715 -0.542 0.639
H 4.966 1.512 0.291
H -3.074 4.041 -0.973
C 4.137 1.135 3.880
C 2.836 -2.983 -4.559
S -1.589 -1.260 -1.538
C -5.264 1.283 -2.531
H -5.529 4.224 -0.880
N 4.412 0.226 -1.227
H 0.264 -1.440 5.573
C 2.954 -3.946 4.368
H 3.230 0.725 -2.771
C -0.879 3.866 -2.818
C 2.324 -1.386 1.105
C -2.962 0.195 4.173
H -6.939 2.468 -1.911
C 4.154 1.375 -0.431
H -2.773 4.159 -3.787
C -2.787 0.876 -6.448
P -0.717 -0.408 -3.200
C -1.942 -0.167 3.306
H 3.194 4.590 -1.037
H 1.087 3.814 -1.995
H 6.108 0.360 3.257
C -1.782 4.558 -3.617
H -3.870 0.639 3.789
F 0.721 -6.125 2.582
C 0.798 -2.774 -3.294
H -3.542 -2.417 -6.710
C -2.811 -0.010 5.537
C -0.785 -0.752 3.821
C 0.402 4.375 -2.618
H 3.678 -3.579 -4.887
C -1.786 -0.376 -4.662
H 4.500 1.807 4.649
*
```

Properties
**DFT total energy**: -7484.56426 Ha
**ΔE to the lowest compared entry with this formula, charge and spin**: 660.8 kcal/mol
**Kohn-Sham gap (alpha / beta)**: 3.739 / 3.738 eV

What did the third record say?
Computed, not measured: C50H39BrCoN6O3 as an isolated structure, with ωB97M-V/def2-TZVPD.

```
! wB97M-V def2-TZVPD RIJCOSX def2/J DEFGRID3
* xyz 1 1
C -2.384 -0.714 -0.858
N -0.006 0.387 2.389
H 1.968 -0.948 1.979
H -1.908 -9.730 -1.568
H 6.153 1.105 2.074
H -3.634 -9.731 0.202
C -1.894 -8.972 -0.796
C -6.946 -0.893 3.428
C -3.191 0.057 -1.682
C 0.220 2.470 3.417
C 3.306 -0.013 0.596
C 0.203 -6.013 0.138
C 5.473 0.804 1.289
C -0.299 1.156 3.394
H -3.400 -3.606 1.143
H -0.959 0.754 4.152
C 3.087 5.279 -2.043
C 0.118 -4.692 0.362
C 0.660 -0.241 -1.166
C 4.199 0.371 1.603
C -5.102 -2.313 4.029
H -2.735 -3.173 3.333
C 1.434 2.188 -1.352
H 2.927 4.566 -4.048
C -0.877 -7.012 0.181
H -6.950 -2.225 5.115
C 3.730 0.008 -0.733
C -1.902 -0.196 0.341
N -1.520 -2.912 0.993
H -1.780 -6.334 2.015
C 3.541 6.323 -1.232
N -2.888 -2.735 1.268
C 5.016 0.425 -1.044
H 5.830 7.931 -5.373
C -2.825 -8.014 1.200
C -6.225 -0.411 2.344
C 5.881 0.835 -0.041
Br 1.724 -3.716 0.436
H 3.075 -0.327 -1.524
C -2.256 1.100 0.698
C 1.961 -0.438 1.020
H -3.560 -0.361 -2.611
C 3.278 5.371 -3.417
H -0.005 -2.369 -3.545
H 0.015 -0.286 -4.938
C -4.945 -0.884 2.111
O 4.976 8.614 -3.602
C -6.389 -1.843 4.268
H 2.583 4.448 0.564
C 4.355 7.503 -3.161
C 0.718 -0.457 0.314
C 0.573 0.926 -3.251
H 1.185 -6.403 -0.106
C 5.204 8.744 -4.999
H 4.035 6.511 -5.052
H 5.341 0.429 -2.076
H 5.723 9.688 -5.129
H -3.340 2.878 0.171
H -4.169 1.949 -1.968
N 0.372 -1.380 -1.790
H -4.373 -0.520 1.265
H -1.940 1.512 1.648
C 0.835 0.952 -1.879
C 0.878 2.949 2.315
O -1.997 -1.322 2.902
C -4.367 -1.835 2.946
H -5.143 -3.482 5.544
C 0.755 0.798 1.340
C -0.899 -8.009 -0.796
C -3.065 1.875 -0.130
H -6.659 0.328 1.684
H 0.681 1.844 -3.812
O -4.526 -3.252 4.841
C 1.608 2.643 -0.051
C -1.837 -7.042 1.196
C 1.097 2.136 1.171
H 0.049 3.099 4.279
Co -0.816 -1.190 1.505
H 4.262 8.769 -5.551
H -2.119 -1.716 -1.163
H 3.406 6.298 -0.156
C 2.421 4.102 -1.499
H 3.878 0.331 2.638
H -3.557 -8.033 1.998
N 1.937 3.106 -2.221
C -2.863 -8.972 0.198
H -0.139 -8.017 -1.567
C -3.535 1.355 -1.324
C 0.226 -0.250 -3.879
H 4.520 8.233 -1.160
N 2.227 3.876 -0.180
C 4.167 7.420 -1.778
C -1.174 -4.071 0.579
C 0.190 -1.398 -3.102
H -1.990 -4.765 0.395
H 1.207 3.980 2.304
H 6.880 1.166 -0.291
C 3.905 6.470 -3.981
C -2.960 -2.311 2.691
H -7.948 -0.534 3.622
*
```

Properties
**DFT total energy**: -6439.45628 Ha
**ΔE to the lowest compared entry with this formula, charge and spin**: 86.6 kcal/mol
**Kohn-Sham gap**: 5.973 eV

> Number 3 is which compound?

C50H39BrCoN6O3